(1)
Formula: C6H14AsF6N2O3RuS
Source: the OMol25 dataset
Level of theory: ωB97M-V/def2-TZVPD

Geometry as XYZ:
```
34
C6H14AsF6N2O3RuS | the OMol25 dataset | ωB97M-V/def2-TZVPD
Ru 0.590 -0.718 0.236
C 3.049 2.951 2.941
O 2.389 1.592 2.723
C 1.773 1.231 1.719
O 1.317 -0.051 1.760
N 1.446 1.921 0.631
N 0.927 1.157 -0.459
H 3.438 2.866 3.949
H 2.270 3.705 2.863
H 3.842 3.031 2.201
H 1.854 2.829 0.410
H 1.674 1.066 -1.185
H 0.115 1.649 -0.845
F 1.654 -1.516 -0.934
As 4.475 0.477 -1.981
F 3.558 0.528 -0.414
F 4.731 -1.135 -1.683
F 5.445 1.665 -1.351
F 5.151 0.482 -3.499
F 2.938 0.922 -2.603
O -1.280 -0.714 -0.110
S -2.140 -2.041 0.316
C -2.971 -2.564 -1.222
C -4.374 -2.004 -1.218
C -4.739 -1.325 0.013
C -3.665 -1.393 1.078
H -2.965 -3.666 -1.192
H -2.357 -2.273 -2.081
H -5.204 -2.760 -1.496
H -4.686 -1.485 -2.181
H -5.770 -1.579 0.409
H -5.134 -0.283 -0.241
H -3.909 -2.120 1.867
H -3.444 -0.445 1.579
```

Computed properties:
<S²> = 0.753
HOMO (alpha / beta) = -25.1447 / -25.1447 eV
HOMO-LUMO gap (alpha / beta) = 8.6 / 6.1 eV
Relative energy (zero: lowest compared OMol25 entry of this formula, charge and spin) = 64.04 kJ/mol
Total charge = +4
Spin multiplicity = 2

=====

(2)
Formula: C7H10ClN2O
Source: the OMol25 dataset
Level of theory: ωB97M-V/def2-TZVPD

Geometry as XYZ:
```
21
C7H10ClN2O | the OMol25 dataset | ωB97M-V/def2-TZVPD
C -3.016 0.134 -1.137
C -0.408 0.355 0.006
C -1.033 0.195 -2.280
C -2.664 0.987 0.035
C 1.190 -1.739 -0.087
C 1.947 0.806 0.141
C 0.911 -0.247 0.527
N -2.275 0.076 -2.202
N -1.457 0.491 0.713
O -1.454 0.432 1.995
Cl 0.009 0.872 -3.448
H -3.916 -0.449 -1.157
H -2.622 2.073 -0.315
H -3.525 0.928 0.716
H 0.580 -2.614 0.387
H 2.281 -1.945 0.151
H 0.971 -1.618 -1.104
H 2.962 0.624 0.561
H 1.558 1.829 0.569
H 2.155 1.026 -0.870
H 0.915 -0.305 1.666
```

Computed properties:
HOMO = -2.2768 eV
HOMO-LUMO gap = 5.7 eV
Relative energy (zero: lowest compared OMol25 entry of this formula, charge and spin) = 307.74 kJ/mol
Total charge = -1
Spin multiplicity = 1

=====

> Which value of total charge does entry 2 give?

-1